Computed, not measured: a cluster of 2 separate species, C17H14N5O11S in total at a distorted geometry, with wB97M-V/def2-TZVPD.

Cartesian coordinates (Å):
C1 3.69084 3.75513 -1.20113
C2 3.34588 2.35277 -0.77789
O1 1.93565 2.17413 -1.07255
C3 1.46098 0.94113 -0.77603
C4 -0.02047 0.94095 -0.64792
O2 -0.75023 -0.12742 -0.89934
C5 -0.55114 -0.86998 -2.19980
S1 -0.73092 2.64910 -1.06694
C6 -2.52611 2.55890 -1.01765
C7 -3.27890 3.07379 -2.07354
C8 -4.67283 2.99844 -2.01740
C9 -5.29612 2.44957 -0.89169
C10 -4.52615 1.99364 0.18411
C11 -3.13384 2.05935 0.12395
O3 -0.29279 3.59639 -0.05034
O4 -0.48844 2.89747 -2.46885
O5 2.21489 -0.02714 -0.69294
H1 4.67903 4.01669 -0.81547
H2 3.73294 3.81874 -2.29382
H3 2.96380 4.48241 -0.82424
H4 3.93094 1.61116 -1.33469
H5 3.47895 2.20303 0.30176
H6 -1.42063 -1.52884 -2.26131
H7 -0.52471 -0.16148 -3.04018
H8 0.37439 -1.45264 -2.11566
H9 -2.78698 3.53155 -2.92467
H10 -5.26372 3.38008 -2.84960
H11 -6.38515 2.39517 -0.84218
H12 -5.00510 1.60446 1.08061
H13 -2.51057 1.74693 0.95664
O6 0.86563 -5.69837 4.77465
N1 0.86606 -5.37807 3.60176
C12 0.74216 -4.20383 2.87363
C13 0.84741 -4.52728 1.51829
N2 1.00553 -5.88098 1.34876
O7 0.97250 -6.38663 2.61157
C14 0.90240 -3.45685 0.51664
N3 1.11267 -3.81679 -0.87843
O8 0.63878 -4.87762 -1.32168
O9 1.77998 -3.02649 -1.58850
C15 0.88129 -2.10239 0.90688
C16 0.79526 -1.84265 2.27104
N4 1.22002 -0.70087 2.95325
O10 1.50502 0.42072 2.58783
O11 1.37880 -1.06392 4.30847
N5 1.04972 -2.37673 4.52893
C17 0.70443 -2.84928 3.28951
H14 1.08887 -1.29542 0.20618

Results
E_tot (Eh): -2155.3914
Total charge: -1
Gap between HOMO and LUMO (Ha): 0.150

Results of the natural (NBO) charge analysis, in e, for atoms 1 through 4:
1. C -0.6222
2. C -0.0661
3. O -0.5365
4. C 0.6931

***

Computed, not measured: a structure of composition C39H24HfN11S4Se, with wB97M-V/def2-TZVPD.

Cartesian coordinates (Å):
Hf1 0.03157 0.06476 -0.29471
S1 4.87335 -4.69769 -3.90857
N1 3.67840 -3.81607 -4.53164
C1 3.01659 -3.29815 -3.50843
C2 1.84846 -2.44208 -3.59412
C3 1.22274 -2.10831 -4.80108
C4 0.10532 -1.31502 -4.77008
C5 -0.35398 -0.84533 -3.53832
N2 0.24119 -1.13508 -2.39464
C6 1.31947 -1.94677 -2.40985
C7 1.85420 -2.34473 -1.10928
N3 1.19859 -1.90165 -0.00280
C8 1.52338 -2.42099 1.18128
C9 2.58653 -3.30519 1.34515
C10 3.31652 -3.68067 0.24552
C11 2.92554 -3.22192 -1.01871
C12 3.54706 -3.67082 -2.25049
N4 4.60078 -4.46787 -2.33764
H1 1.62457 -2.49573 -5.72788
H2 -0.41630 -1.03875 -5.67437
H3 -1.23780 -0.22633 -3.47977
H4 0.91960 -2.12996 2.02813
H5 2.81945 -3.66485 2.33669
H6 4.16155 -4.35285 0.32067
S2 -1.41031 0.40046 1.83908
C13 -3.02774 0.42413 1.15599
C14 -4.00480 1.22046 1.74190
C15 -5.28096 1.29810 1.20269
C16 -6.24828 2.16882 1.81725
N5 -6.98947 2.87818 2.33316
C17 -5.59585 0.55103 0.06200
C18 -4.62754 -0.26137 -0.51489
C19 -3.34222 -0.32385 0.01246
S3 -2.10203 -1.27896 -0.78563
C20 -6.89749 0.64019 -0.54440
N6 -7.92287 0.70923 -1.05636
H7 -3.76120 1.80604 2.61879
H8 -4.87132 -0.83378 -1.40009
C21 -3.17857 3.02791 -1.60881
C22 -2.21248 2.01988 -1.65508
N7 -1.14702 1.99341 -0.86974
C23 -0.97826 3.02477 0.00756
C24 -1.89158 4.07130 0.12558
C25 -3.02980 4.04163 -0.70258
C26 -1.63095 5.15192 1.03520
C27 -0.48059 5.19858 1.73543
C28 0.48678 4.14392 1.61936
C29 1.73384 4.17228 2.27261
C30 2.61484 3.14230 2.09050
C31 2.21594 2.04394 1.32133
N8 1.04225 1.97577 0.72930
C32 0.20794 3.04028 0.81528
H9 -4.03092 2.97958 -2.27093
H10 -2.32397 1.19406 -2.34385
H11 -3.77077 4.82738 -0.62017
H12 -2.36381 5.94415 1.11547
H13 -0.26062 6.03416 2.38711
H14 1.98706 5.01750 2.90042
H15 3.59181 3.14105 2.55068
H16 2.87697 1.19607 1.18900
C33 -2.34218 0.54441 6.58364
C34 -1.59957 -0.43241 5.73597
C35 -1.98168 -1.71962 5.50286
C36 -1.17178 -2.50733 4.66215
N9 -0.07321 -2.04410 4.09046
C37 0.29261 -0.76567 4.29501
S4 1.59308 -0.04285 3.50515
N10 -0.46405 -0.00417 5.14342
C38 -1.54168 -3.92146 4.35215
H17 -3.14268 0.04979 7.12613
H18 -2.77849 1.32552 5.95766
H19 -1.67283 1.02273 7.29966
H20 -2.88179 -2.11587 5.94700
H21 -0.16929 0.95871 5.24342
H22 -2.30993 -4.29780 5.02334
H23 -0.65912 -4.55618 4.40672
H24 -1.91983 -3.96801 3.32843
Se1 1.13026 2.50721 -3.85766
C39 1.48437 1.53337 -2.45161
N11 1.66841 0.83537 -1.51402

Results
E_tot (Eh): -6145.1994
Total charge: +1
Gap between HOMO and LUMO (Ha): 0.249

Results of the Mulliken charge analysis, in e, for atoms 1 through 4:
1. Hf 0.8863
2. S 0.1798
3. N -0.6739
4. C 0.6451

***

Computed, not measured: the ion C3H7BrNS with charge +1 at a distorted geometry, with wB97M-V/def2-TZVPD.

Cartesian coordinates (Å):
C1 -0.31654 0.05800 -0.63940
C2 0.87284 1.00751 -0.60610
C3 1.12518 -1.04704 0.97606
N1 -0.31521 -0.72601 0.62416
S1 1.85864 0.62278 0.83137
Br1 1.64312 -2.50794 -0.11299
H1 -1.27741 0.59837 -0.95689
H2 -0.15954 -0.59316 -1.48640
H3 1.43759 1.02273 -1.43236
H4 0.64391 2.08090 -0.59727
H5 1.24017 -1.61232 2.05923
H6 -0.57155 -0.14836 1.55828
H7 -0.78421 -1.63516 0.54354

Results
Spin multiplicity: 3
E_tot (Eh): -3144.9848
Total charge: +1
Gap between HOMO and LUMO (alpha / beta) (Ha): 0.208 / 0.257

Results of the natural (NBO) charge analysis, in e, for atoms 1 through 4:
1. C -0.2857
2. C -0.6631
3. C -0.5491
4. N -0.5810

***

Computed, not measured: a structure of composition C39H31AsLiN3O6, with wB97M-V/def2-TZVPD.

Cartesian coordinates (Å):
Li1 0.68929 -0.20828 0.18836
C1 1.47505 -3.56257 1.93681
O1 0.35173 -3.79544 2.79113
C2 -0.28476 -2.68862 3.30720
C3 -0.81256 -2.80489 4.57285
C4 -1.49618 -1.74291 5.18082
C5 -1.57459 -0.54066 4.50144
C6 -1.03561 -0.38428 3.22595
C7 -1.21509 0.89672 2.53424
N1 -0.51350 1.21309 1.52813
N2 -0.86555 2.39736 0.86977
C8 -0.80971 2.13930 -0.41279
O2 -0.60478 1.00885 -0.96490
C9 -1.02224 3.32180 -1.32472
C10 -1.79038 4.41826 -0.94092
C11 -1.96441 5.49242 -1.80082
C12 -1.36096 5.49077 -3.05332
C13 -0.59046 4.40263 -3.43880
C14 -0.43329 3.32119 -2.58276
C15 -0.43872 -1.48883 2.52924
O3 -0.13932 -1.46514 1.29694
H1 2.09327 -4.45933 2.02518
H2 2.04113 -2.68527 2.25224
H3 1.16554 -3.40756 0.90635
H4 -0.68200 -3.75228 5.08651
H5 -1.91813 -1.85656 6.17238
H6 -2.07009 0.31242 4.95910
H7 -2.02386 1.56032 2.87470
H8 -2.24234 4.40496 0.04176
H9 -2.56906 6.33742 -1.49115
H10 -1.48763 6.33511 -3.72178
H11 -0.10845 4.39334 -4.40965
H12 0.15334 2.45945 -2.86663
O4 4.73907 0.02312 1.12428
C16 3.59313 -0.02767 0.64240
O5 2.48503 -0.15611 1.19173
C17 3.51152 0.02316 -0.89983
C18 4.65340 0.08381 -1.69781
C19 4.50498 0.08724 -3.07050
C20 3.22601 0.00736 -3.60927
C21 2.15225 -0.06449 -2.73682
N3 2.28989 -0.04133 -1.41715
H13 5.61350 0.12766 -1.20391
H14 5.37218 0.14659 -3.72094
H15 3.06190 -0.00570 -4.68011
H16 1.13340 -0.16814 -3.08884
O6 -0.16505 -1.62841 -1.97438
As1 -1.77246 -1.33139 -1.73884
C22 -2.59587 0.13999 -2.69963
C23 -1.96529 0.49706 -3.88531
C24 -2.44730 1.55231 -4.64161
C25 -3.56129 2.26250 -4.21672
C26 -4.21011 1.88333 -3.05302
C27 -3.73953 0.81454 -2.29823
C28 -2.62543 -1.62839 -0.03298
C29 -3.24896 -0.61082 0.66835
C30 -3.92649 -0.90273 1.84757
C31 -3.96888 -2.20098 2.32400
C32 -3.30545 -3.21034 1.63508
C33 -2.64531 -2.93108 0.45216
C34 -2.63146 -2.73264 -2.81853
C35 -3.86030 -3.30926 -2.53029
C36 -4.40217 -4.27775 -3.36740
C37 -3.72075 -4.67033 -4.50913
C38 -2.49456 -4.08886 -4.80905
C39 -1.95141 -3.13162 -3.96585
H17 -1.07032 -0.03108 -4.19597
H18 -1.93522 1.83696 -5.55308
H19 -3.90997 3.11727 -4.78291
H20 -5.08316 2.42970 -2.71519
H21 -4.27205 0.52149 -1.40551
H22 -3.13632 0.41654 0.35172
H23 -4.37493 -0.09737 2.41564
H24 -4.47955 -2.42195 3.25268
H25 -3.27936 -4.21666 2.03483
H26 -2.10354 -3.71619 -0.06525
H27 -4.40507 -3.00685 -1.64239
H28 -5.35642 -4.72792 -3.12063
H29 -4.13940 -5.42931 -5.15862
H30 -1.95564 -4.38919 -5.70024
H31 -0.97373 -2.70902 -4.17165

Results
E_tot (Eh): -4363.8884
Total charge: -2
Gap between HOMO and LUMO (Ha): 0.197

Results of the Mulliken charge analysis, in e, for atoms 1 through 4:
1. Li 1.1534
2. C -0.6616
3. O -0.5496
4. C 0.3901

***

Let's list energy above the lowest of the compared OMol25 structures with the same formula, charge and spin in order: 0.000 0.477 1.285 0.552 eV.